No. 1
The following is a quantum chemistry calculation of a cluster of 2 separate species, C6H8O2 in total, from OMol25.

XYZ file:
```
16
Properties=species:S:1:pos:R:3:forces:R:3:mulliken_charge:R:1
C -1.33676 -0.21370 1.61400 4.2 -0.2 -2.1 -0.776
C -0.37228 -1.14441 1.38730 1.4 -1.4 -0.1 -0.467
C 0.75716 -0.84779 0.58992 1.5 -0.2 -0.4 -0.798
C 0.83874 0.42733 -0.02835 -2.4 0.8 1.1 0.141
O 1.68756 0.62956 -1.07404 1.5 -0.4 -0.2 -0.384
C -0.05275 1.42160 0.38803 1.3 0.8 -1.2 -0.570
C -1.14079 1.08780 1.21602 -0.2 0.8 0.2 -0.439
H -2.10280 -0.54514 2.10292 -4.8 -1.3 3.1 0.643
H -0.32526 -2.14712 1.86101 -0.7 0.6 -0.3 0.314
H 1.67212 -1.48254 0.51805 -0.8 0.1 0.0 0.331
H 2.37113 -0.07949 -0.99201 -0.5 0.7 -0.1 0.305
H 0.08807 2.49880 0.07363 -0.2 -1.3 0.0 0.243
H -1.79835 1.78842 1.67107 -0.3 1.0 -0.1 0.479
H -1.01287 -0.81408 -1.97508 0.9 -0.1 -0.8 0.340
H 0.29238 -0.70856 -2.81644 0.9 0.5 0.5 0.332
O -0.60560 -0.99147 -2.85654 -1.8 -0.4 0.4 -0.695
```
Forces are in eV/Å.

## Properties
2S+1: 2
Kohn-Sham gap (spin up / spin down), eV: 3.14 / 7.65
ΔE to the lowest compared entry with this formula, charge and spin, kJ/mol: 5.5
Molecular weight, Da: 112.1
Charge: -1
⟨S²⟩: 0.7587

***

No. 2
The following is a quantum chemistry calculation of a cluster of 2 separate species, C6H8O2 in total, from OMol25.

XYZ file:
```
16
Properties=species:S:1:pos:R:3:forces:R:3:mulliken_charge:R:1
C 2.41653 0.16074 -2.35334 1.1 -0.8 -2.0 0.114
C 1.70875 0.37715 -1.41254 -2.4 -0.3 3.1 -0.961
C -1.38311 1.20109 0.25451 -1.6 1.7 0.5 -0.307
C -1.79260 -0.14165 -0.43695 1.5 2.1 -0.8 -0.321
C 0.23121 -0.29084 0.58754 -1.8 1.5 -1.2 0.762
C 1.09495 -1.05456 1.46463 1.3 -2.5 0.2 -1.191
O -0.18835 0.94454 0.97870 0.9 -2.3 -0.6 -0.302
O -0.77883 -0.97479 0.02351 2.6 -0.8 0.4 -0.310
H 2.91866 -0.17953 -3.24197 0.0 0.4 0.4 0.371
H -1.14479 1.81061 -0.60001 0.3 0.8 0.0 0.280
H -2.03390 1.81578 0.99097 0.6 -1.5 -1.4 0.279
H -2.67361 -0.64696 -0.23232 -1.9 -0.4 0.6 0.308
H -1.70110 0.03836 -1.53449 0.0 -0.4 0.7 0.245
H 0.56860 -1.16840 2.40936 -0.8 -0.5 -0.1 0.402
H 1.89226 -0.47979 1.87087 1.2 0.6 -0.6 0.365
H 1.44684 -2.11539 1.07354 -0.9 2.6 0.6 0.267
```
Forces are in eV/Å.

## Properties
Kohn-Sham gap, eV: 8.51
ΔE to the lowest compared entry with this formula, charge and spin, kJ/mol: 602.8
Molecular weight, Da: 112.1
Charge: 0

***

No. 3
The following is a quantum chemistry calculation of the molecule C6H8O2, from OMol25.

XYZ file:
```
16
Properties=species:S:1:pos:R:3:forces:R:3:mulliken_charge:R:1
C 0.95158 1.76779 -1.35596 -1.2 -0.3 -2.5 -0.911
C 0.32389 1.07583 -0.45445 -3.0 -1.9 3.3 0.437
C -0.93514 0.19504 -0.46707 -3.3 3.5 -1.3 -0.592
C -0.54011 -1.18044 -0.63420 0.3 -3.2 -4.7 -0.273
O -0.65802 -1.89334 0.53175 1.1 -0.6 1.6 -0.339
C 0.18318 -1.36239 1.51802 -0.7 3.7 -0.9 -0.286
C 0.62396 -0.01267 1.60144 0.0 -4.4 3.8 0.036
O 0.74652 1.06472 0.86316 1.3 2.0 -0.7 -0.390
H 0.72107 1.75390 -2.45533 -0.1 0.1 1.5 0.263
H 1.56904 2.49272 -0.96082 2.1 1.1 0.4 0.343
H -1.57082 0.80353 -1.27215 1.0 -2.3 1.0 0.302
H -1.82752 -0.03463 0.40763 2.9 2.0 -1.5 0.277
H -1.34389 -1.62864 -1.40819 2.2 0.3 1.6 0.209
H 0.59639 -1.28861 -0.99907 -2.4 0.1 0.2 0.343
H 0.13003 -1.94183 2.42296 0.3 0.0 0.1 0.337
H 1.02984 0.18903 2.66229 -0.5 -0.3 -1.9 0.242
```
Forces are in eV/Å.

## Properties
Kohn-Sham gap, eV: 8.99
ΔE to the lowest compared entry with this formula, charge and spin, kJ/mol: 473.6
Molecular weight, Da: 112.1
Charge: 0
SMILES string: C=C1CCOC=CO1

***

No. 4
The following is a quantum chemistry calculation of a structure of composition C6H8O2, from OMol25.

XYZ file:
```
16
Properties=species:S:1:pos:R:3:forces:R:3:mulliken_charge:R:1
C 0.98123 -0.11096 -0.07032 2.3 0.3 3.1 0.363
C -0.01064 -0.37560 1.11040 0.3 -1.9 1.7 -0.462
C -0.96755 -0.15434 -0.02009 -2.8 0.9 -0.9 0.200
C 0.05924 -0.75771 -1.04914 -0.9 1.8 -0.4 -0.485
C -0.64326 1.34469 -0.21340 -0.7 0.3 -0.6 -0.624
C 0.66561 1.40430 -0.08204 0.6 -1.0 -0.5 -0.545
H 2.66572 -0.17184 0.80996 0.3 -0.1 -0.1 0.346
H 0.03759 0.28654 2.02609 -0.3 -0.6 -1.2 0.269
H -0.10148 -1.42620 1.41557 0.5 -0.1 0.0 0.316
H -2.88451 0.15657 0.48503 0.9 -1.2 -0.6 0.339
H 0.13789 -1.78965 -1.29233 0.0 -0.9 0.5 0.382
H 0.10069 -0.14434 -1.93377 -0.4 -0.3 -0.8 0.313
H -1.22804 2.17468 -0.52709 -1.0 0.4 0.4 0.421
H 1.27189 2.22865 0.25030 0.4 0.2 -0.8 0.331
O 2.30591 -0.58488 0.01741 -0.3 0.5 -0.1 -0.591
O -2.36935 -0.59221 0.07181 1.2 1.7 0.2 -0.572
```
Forces are in eV/Å.

## Properties
Kohn-Sham gap, eV: 9.86
ΔE to the lowest compared entry with this formula, charge and spin, kJ/mol: 341.5
Molecular weight, Da: 112.1
Charge: 0

***

No. 5
The following is a quantum chemistry calculation of the molecule C6H8O2, from OMol25.

XYZ file:
```
16
Properties=species:S:1:pos:R:3:forces:R:3:mulliken_charge:R:1
O -1.82612 -1.45152 -0.17199 1.6 -2.9 5.9 -0.660
C -0.83853 -0.72088 -0.64407 0.6 3.7 -4.0 0.077
C 0.62864 -0.79423 -0.30203 1.1 1.8 0.1 -0.731
C 0.78747 0.64634 -0.87172 -1.1 1.4 -3.9 -0.463
C -0.68195 0.86618 -0.39111 0.5 -1.0 1.3 -0.550
C -0.23252 0.79308 1.11120 0.1 -0.1 0.0 -0.239
O -0.40801 -0.48358 1.92934 0.7 2.0 -1.1 -0.572
C 0.79982 -0.21065 1.05810 -3.3 -2.2 1.3 -0.343
H -1.25819 -1.68625 0.80453 -3.4 0.8 -3.0 0.441
H -0.90823 -0.74035 -1.74455 0.2 -0.2 0.0 0.443
H 1.23387 -1.57582 -0.65278 0.8 -1.1 -0.2 0.512
H 1.46320 1.41199 -0.41268 0.0 -1.1 -0.7 0.323
H 0.73642 0.71392 -2.02988 0.7 -0.1 1.7 0.310
H -1.27814 1.69340 -0.87876 0.4 -1.1 1.1 0.396
H 0.10786 1.69803 1.58962 -0.8 0.2 0.8 0.451
H 1.67442 -0.15967 1.60678 1.8 0.0 0.7 0.604
```
Forces are in eV/Å.

## Properties
Kohn-Sham gap, eV: 10.33
ΔE to the lowest compared entry with this formula, charge and spin, kJ/mol: 465.0
Molecular weight, Da: 112.1
Charge: 0
SMILES string: O[C@@H]1[C@H]2C[C@@H]1[C@H]1O[C@@H]21

***

No. 6
The following is a quantum chemistry calculation of the molecule C6H8O2, from OMol25.

XYZ file:
```
16
Properties=species:S:1:pos:R:3:forces:R:3:mulliken_charge:R:1
C -2.09774 -1.53684 0.29252 -0.1 -0.1 -0.2 -1.194
C -0.69331 -1.06361 0.07205 -0.1 -1.8 1.4 0.646
O 0.18340 -1.83816 -0.31948 -1.4 0.9 0.0 -0.529
C -0.31687 0.29642 0.54784 0.8 0.2 -1.6 -0.321
C 0.93240 0.54452 -0.24984 0.1 0.6 0.7 -0.142
C 1.54995 1.91781 -0.24177 0.0 -0.2 -0.1 -1.401
C 1.54895 -0.46095 -0.86248 1.0 0.6 -0.4 0.867
O 2.37262 -0.98149 -1.51469 -0.3 -0.1 0.2 -0.523
H -2.75061 -0.73601 0.62889 0.0 0.0 -0.1 0.334
H -2.48304 -1.98097 -0.62376 -0.1 0.0 0.0 0.339
H -2.09436 -2.32120 1.05085 0.1 0.0 0.0 0.311
H -1.09361 1.02786 0.30270 -0.1 -0.1 0.1 0.373
H -0.16804 0.31974 1.63217 -0.1 -0.2 0.1 0.287
H 0.84879 2.64958 -0.64801 0.0 0.1 0.0 0.314
H 2.45668 1.93659 -0.84146 0.0 0.1 0.0 0.340
H 1.80479 2.22671 0.77447 0.0 0.0 0.0 0.300
```
Forces are in eV/Å.

## Properties
Kohn-Sham gap, eV: 8.41
ΔE to the lowest compared entry with this formula, charge and spin, kJ/mol: 137.7
Molecular weight, Da: 112.1
Charge: 0
SMILES string: CC(=O)CC(C)=C=O

***

No. 7
The following is a quantum chemistry calculation of the molecule C6H8O2, from OMol25.

XYZ file:
```
16
Properties=species:S:1:pos:R:3:forces:R:3:mulliken_charge:R:1
C 0.58503 1.86009 0.74992 0.3 0.6 0.3 -1.333
C -0.08423 0.88272 -0.15152 3.1 -2.5 1.5 0.145
C -0.10549 -0.66368 0.38026 -3.4 -1.3 0.8 0.357
C -1.44726 -1.31070 0.41490 -0.7 -0.4 0.2 -1.519
C 1.15006 -1.31254 0.07015 1.3 7.4 3.3 0.577
O 2.20683 -1.43052 0.66207 -0.1 -2.8 -1.0 -0.494
C 0.66772 -0.20203 -0.82064 -0.2 -0.3 -5.1 -0.030
O 0.20173 -0.56889 -2.11498 0.3 0.2 -0.3 -0.517
H -0.14940 2.31710 1.42096 0.1 0.0 0.0 0.359
H 1.36653 1.39792 1.35953 -0.1 0.0 -0.2 0.289
H 1.03776 2.66265 0.15902 0.0 0.0 0.1 0.342
H -0.94628 1.29010 -0.66780 -0.3 -1.0 -0.1 0.457
H -1.36766 -2.31113 0.85183 -0.1 0.1 -0.1 0.394
H -2.13337 -0.72973 1.04057 0.1 -0.2 -0.1 0.328
H -1.89206 -1.40500 -0.58011 0.0 0.0 0.0 0.301
H 0.91009 -0.47636 -2.77416 -0.2 0.0 0.5 0.343
```
Forces are in eV/Å.

## Properties
Kohn-Sham gap, eV: 8.43
ΔE to the lowest compared entry with this formula, charge and spin, kJ/mol: 503.7
Molecular weight, Da: 112.1
Charge: 0
SMILES string: C[C@@H]1[C@]2(C)C(=O)[C@]12O

***

No. 8
The following is a quantum chemistry calculation of the molecule C6H8O3, from OMol25.

XYZ file:
```
17
Properties=species:S:1:pos:R:3:forces:R:3:mulliken_charge:R:1
C -1.83544 -0.96098 -0.41900 0.4 0.6 0.4 -1.109
C -0.85077 -1.11157 0.48382 0.0 -1.9 -0.9 0.378
O -1.03413 -1.82174 1.64785 0.3 0.3 -0.3 -0.474
C 0.65680 -0.87169 0.07898 0.0 -0.3 2.8 0.722
O 1.49374 -1.75529 0.15959 -0.9 0.3 -0.7 -0.591
C 0.87662 0.53338 -0.18504 -1.6 0.2 -0.1 0.723
C 1.80657 0.93816 -1.28480 -0.2 0.6 -0.6 -1.362
C -0.06539 1.36939 0.38457 2.1 1.6 0.1 -0.556
O -0.39707 1.47361 1.69966 -0.6 -1.3 -0.9 -0.447
H -1.67996 -0.37635 -1.31865 0.1 -0.2 0.1 0.302
H -2.83993 -1.33214 -0.24171 0.1 0.0 0.1 0.283
H -1.91218 -2.23332 1.64904 0.2 0.2 0.0 0.348
H 2.74441 0.37802 -1.23461 -0.2 -0.1 0.1 0.333
H 2.07029 2.00044 -1.24051 -0.1 -0.2 0.1 0.377
H 1.35111 0.75716 -2.26490 0.2 -0.1 0.0 0.279
H -0.35001 2.30114 -0.10011 0.2 0.1 0.0 0.367
H -0.03466 0.71178 2.18584 -0.1 0.1 -0.1 0.427
```
Forces are in eV/Å.

## Properties
Kohn-Sham gap (spin up / spin down), eV: 8.60 / 8.60
ΔE to the lowest compared entry with this formula, charge and spin, kJ/mol: 255.6
Molecular weight, Da: 128.1
Charge: 0
SMILES string: C=C(O)C(=O)/C(C)=C\O

***

No. 9
The following is a quantum chemistry calculation of the molecule C6H8O3, from OMol25.

XYZ file:
```
17
Properties=species:S:1:pos:R:3:forces:R:3:mulliken_charge:R:1
C 0.04615 0.41486 -1.23148 0.0 0.2 -0.9 0.088
C 1.39675 0.28421 -0.58314 0.1 -0.1 0.4 -0.955
C 1.28344 0.44011 0.93018 0.7 0.0 0.4 -0.765
C 0.05393 -0.27991 1.49548 -0.1 0.3 0.2 0.301
C -1.00050 -0.26656 -0.37445 -2.5 0.2 -1.0 0.094
C 0.12262 -1.67845 0.99108 -1.5 -1.4 -2.7 -0.551
H 0.14414 2.21040 -2.13533 -0.6 -0.9 1.1 0.373
H 0.05008 -0.10932 -2.19730 -0.1 0.2 0.0 0.255
H 2.06338 1.05509 -0.97734 0.1 -0.3 -0.1 0.388
H 2.15268 -0.02960 1.37645 0.3 0.2 0.2 0.370
H 1.26405 1.50101 1.19019 -0.2 -0.2 0.2 0.357
H -0.02759 -0.22392 2.59489 0.1 0.0 -0.5 0.413
H -2.00195 -0.27433 -0.83732 0.5 0.4 0.1 0.506
H 1.77836 -0.71490 -0.78718 0.3 0.1 -0.2 0.412
O -0.33910 1.78073 -1.38336 0.3 0.4 -0.8 -0.572
O -1.10470 0.27410 0.89483 -0.2 0.0 -0.3 -0.469
O -0.66090 -1.66733 -0.21060 2.8 1.0 3.9 -0.245
```
Forces are in eV/Å.

## Properties
Kohn-Sham gap, eV: 9.52
ΔE to the lowest compared entry with this formula, charge and spin, kJ/mol: 316.3
Molecular weight, Da: 128.1
Charge: 0

***

No. 10
The following is a quantum chemistry calculation of the molecule C6H8O3, from OMol25.

XYZ file:
```
17
Properties=species:S:1:pos:R:3:forces:R:3:mulliken_charge:R:1
C -2.30534 -0.07674 0.78179 -0.5 3.1 3.2 -1.089
C -1.61733 0.07792 -0.53806 -0.3 2.5 1.2 0.347
O -0.67980 1.32998 -0.55929 -3.8 -0.1 -0.4 -0.514
C 0.42138 0.73506 -0.20542 4.0 -2.1 -0.1 0.367
C 0.37046 -0.58626 -0.33439 3.9 1.8 2.3 0.429
C 1.72651 -1.20067 -0.14239 -0.5 0.0 2.4 -0.596
O 2.60984 -0.08715 0.37556 -3.3 0.0 -1.5 -0.373
C 1.86136 1.18349 -0.05109 2.1 0.3 -0.6 -0.385
O -0.81594 -1.03248 -0.65735 -1.1 -2.0 -1.6 -0.462
H -3.13919 0.70131 1.11817 1.9 -1.2 -1.3 0.304
H -1.53976 -0.02767 1.66933 -1.3 -0.4 -1.8 0.234
H -2.82004 -0.99998 0.77612 -0.3 -1.2 0.1 0.341
H -2.26925 0.19809 -1.35756 -0.7 0.1 -1.0 0.370
H 1.95289 -1.61583 -1.07108 1.5 -0.3 -1.9 0.283
H 1.77861 -2.08464 0.54237 -0.1 1.0 0.0 0.309
H 2.47380 1.44948 -1.04374 -1.8 -0.1 1.8 0.177
H 1.99180 2.03609 0.69702 0.2 -1.4 -0.8 0.259
```
Forces are in eV/Å.

## Properties
Kohn-Sham gap, eV: 8.47
ΔE to the lowest compared entry with this formula, charge and spin, kJ/mol: 362.6
Molecular weight, Da: 128.1
Charge: 0
SMILES string: CC1OC2=C(COC2)O1

***

No. 11
The following is a quantum chemistry calculation of the molecule C6H8O3, from OMol25.

XYZ file:
```
17
Properties=species:S:1:pos:R:3:forces:R:3:mulliken_charge:R:1
O -0.02754 -0.10178 -2.58507 -2.7 -0.4 1.2 -0.448
C 0.03571 -0.27244 -1.23790 0.9 1.0 -0.9 0.543
C 1.23662 -0.70842 -0.74112 0.7 1.9 0.0 -0.381
O 1.43174 -1.78572 0.02840 2.0 -2.6 1.8 -0.408
C 1.59722 -0.53413 0.71209 -1.9 0.5 0.0 0.099
C 0.45290 -0.05570 1.62270 -0.2 -1.4 -0.4 -0.834
C -0.59040 0.84563 0.93128 1.1 0.4 -0.2 -0.617
C -1.09029 0.15580 -0.32625 -0.3 1.2 -2.3 0.113
O -1.99318 0.98271 -1.06541 -0.2 0.4 0.9 -0.574
H 0.70116 -0.55511 -3.00974 0.8 -0.3 0.1 0.329
H 2.61618 -0.25058 1.03946 -0.5 -0.4 -0.7 0.372
H -0.07701 -0.97676 1.95247 0.3 0.5 0.2 0.290
H 0.87932 0.44496 2.47897 0.0 0.1 0.4 0.374
H -1.41365 1.05207 1.61409 -0.1 0.0 -0.1 0.312
H -0.11943 1.82533 0.66126 -0.5 -0.7 0.0 0.301
H -1.65031 -0.76875 -0.09304 0.5 -0.1 0.2 0.170
H -1.98901 0.70291 -1.98218 0.0 -0.1 -0.2 0.360
```
Forces are in eV/Å.

## Properties
Kohn-Sham gap, eV: 6.88
ΔE to the lowest compared entry with this formula, charge and spin, kJ/mol: 489.9
Molecular weight, Da: 128.1
Charge: 0
SMILES string: OC1=C2O[C@@H]2CC[C@H]1O

***

No. 12
The following is a quantum chemistry calculation of the molecule C6H8O3, from OMol25.

XYZ file:
```
17
Properties=species:S:1:pos:R:3:forces:R:3:mulliken_charge:R:1
O 2.25710 -0.11065 -0.39085 -0.3 -0.3 -1.7 -0.519
C 1.23656 -0.77894 0.21273 -4.4 1.6 0.6 -0.297
C 0.08212 0.27398 0.97482 0.4 -0.5 2.4 -0.423
C -0.08709 1.34090 -0.00984 0.9 2.2 -2.8 -0.477
C -0.63952 0.31436 -1.07267 -2.5 3.8 -1.7 -0.321
O -1.93826 0.18602 -0.46302 0.7 -1.1 2.5 -0.454
C -1.34460 -0.46190 0.69114 -1.1 -0.2 1.7 -0.009
O -0.91725 -1.69603 0.04399 -0.3 1.1 1.2 -0.451
C 0.01663 -0.99225 -0.78564 2.1 -4.8 -2.8 0.074
H 2.85873 0.24325 0.22261 1.2 0.6 1.3 0.334
H 1.51497 -1.64782 0.83142 -0.3 0.3 -0.5 0.472
H 0.15071 0.67428 2.04431 0.3 -1.1 -1.3 0.371
H 0.73531 2.08573 -0.29719 -0.6 -1.6 0.5 0.243
H -0.95361 1.98128 0.18439 0.3 -0.1 0.2 0.354
H -1.05804 0.66304 -2.05939 2.0 -0.5 0.3 0.375
H -2.05635 -0.41004 1.65780 1.5 -1.0 -2.5 0.361
H 0.14259 -1.66521 -1.78462 0.2 1.6 2.5 0.367
```
Forces are in eV/Å.

## Properties
Kohn-Sham gap, eV: 10.44
ΔE to the lowest compared entry with this formula, charge and spin, kJ/mol: 365.7
Molecular weight, Da: 128.1
Charge: 0
SMILES string: O[C@H]1[C@H]2C[C@@H]3O[C@H]2O[C@H]13

***

No. 13
The following is a quantum chemistry calculation of a structure of composition C6H8O4, from OMol25.

XYZ file:
```
18
Properties=species:S:1:pos:R:3:forces:R:3:mulliken_charge:R:1
C 1.16094 3.98871 0.47221 -4.2 -1.9 5.3 -0.749
C 0.26301 1.94240 0.20256 -2.4 -1.6 -0.2 0.613
C 0.46716 0.47203 -0.05173 8.2 1.5 1.6 -0.246
C -0.43518 -0.38310 -0.05762 -0.3 -5.9 -0.8 -0.514
C -0.21083 -1.86933 -0.23922 2.3 0.0 -0.6 0.699
C -1.09824 -3.98480 -0.61978 -3.1 -1.4 3.1 -0.640
H 0.70834 4.37396 -0.37981 -2.9 0.1 -1.1 0.313
H 1.91123 4.59037 0.32494 5.7 2.2 0.6 0.416
H 0.62283 4.20173 1.73223 1.4 -0.4 -4.5 0.232
H 1.63476 -0.15147 0.10727 -3.3 2.5 -1.0 0.146
H -1.39534 -0.34631 0.03519 -5.9 1.9 0.4 0.673
H -2.08500 -4.57462 0.25350 2.7 1.7 -3.1 0.185
H -1.45301 -4.21820 -1.81287 2.0 0.0 3.6 0.271
H -0.19430 -4.00310 0.15397 -0.8 -2.1 -3.1 0.318
O 1.41756 2.59657 0.33470 -0.6 0.9 -0.2 -0.291
O -0.89761 2.35584 0.27661 2.8 0.1 -0.1 -0.543
O 0.87619 -2.38963 -0.30145 0.8 0.5 0.4 -0.593
O -1.29250 -2.60105 -0.43071 -2.4 1.9 -0.3 -0.290
```
Forces are in eV/Å.

## Properties
Kohn-Sham gap, eV: 10.51
ΔE to the lowest compared entry with this formula, charge and spin, kJ/mol: 669.1
Molecular weight, Da: 144.1
Charge: 0